{
  "formula": "C15H24Cl3N6O4PtSSeSi",
  "method": "the ωB97M-V functional and the def2-TZVPD basis",
  "symbols": ["Pt", "C", "O", "C", "O", "N", "N", "H", "H", "H", "H", "H", "H", "O", "N", "O", "C", "C", "C", "N", "N", "C", "N", "S", "H", "H", "H", "H", "H", "H", "H", "C", "C", "C", "C", "C", "C", "Se", "C", "C", "C", "H", "H", "H", "H", "H", "H", "H", "H", "H", "H", "H", "Cl", "Si", "Cl", "Cl"],
  "coordinates": [[-0.53468, 1.56993, 0.28934], [1.54400, -2.68258, -3.00604], [1.12841, -1.32444, -3.27212], [0.75467, -0.63773, -2.20628], [0.61541, -1.07845, -1.09712], [0.45635, 0.65759, -2.58996], [0.35692, 1.67549, -1.61732], [1.85494, -3.07763, -3.96632], [0.71583, -3.25784, -2.60052], [2.37059, -2.68042, -2.29908], [0.91952, 0.95328, -3.43858], [-0.22047, 2.40012, -2.04135], [1.27917, 2.07858, -1.40417], [-1.44643, 1.74020, 2.08507], [-2.42160, 2.54282, 1.94132], [-2.53322, 2.95446, 0.78712], [4.83437, 3.33562, 1.08045], [4.12296, 4.44055, 0.30081], [2.63630, 4.38210, 0.47277], [1.90441, 3.36979, 0.18535], [0.56755, 3.55171, 0.47956], [0.30485, 4.75750, 0.94828], [-0.90346, 5.25524, 1.22537], [1.73182, 5.71572, 1.12249], [5.90965, 3.40491, 0.92525], [4.49731, 2.35308, 0.75625], [4.63702, 3.42595, 2.14876], [4.34566, 4.36757, -0.76574], [4.47580, 5.42023, 0.62561], [-1.72631, 4.67354, 1.15162], [-0.98540, 6.13857, 1.69646], [-2.09573, -6.01051, 0.86501], [-2.14709, -4.53660, 0.58353], [-2.34341, -3.61620, 1.60564], [-2.39226, -2.25108, 1.36351], [-2.62186, -1.32224, 2.51978], [-2.20553, -1.80066, 0.04213], [-2.37780, 0.05045, -0.33506], [-2.08369, -2.71134, -1.01979], [-2.11391, -2.31554, -2.47188], [-2.03895, -4.06494, -0.71919], [-2.16006, -6.21378, 1.93223], [-1.16846, -6.44492, 0.48880], [-2.92035, -6.52619, 0.37042], [-2.46640, -3.97107, 2.62225], [-2.89763, -1.88842, 3.40778], [-3.41182, -0.60415, 2.30277], [-1.72590, -0.74813, 2.75791], [-1.83441, -1.27777, -2.63131], [-3.12395, -2.44147, -2.86765], [-1.46358, -2.96450, -3.05722], [-1.94337, -4.77683, -1.53262], [2.87299, 0.25079, 0.05224], [1.13359, 0.17754, 1.15334], [0.81787, -1.69252, 1.81553], [1.51978, 1.27464, 2.83463]],
  "forces_ev_per_angstrom": [[-0.2515, 0.0387, 0.0613], [0.0020, -0.0383, -0.0076], [0.1719, 0.0190, -0.0066], [-0.4447, 0.0304, -0.2149], [0.0467, -0.1589, 0.3074], [0.1464, -0.1216, -0.0350], [0.0511, 0.0811, 0.1224], [0.0040, 0.0044, -0.0011], [-0.0133, 0.0233, 0.0273], [-0.0005, -0.0113, -0.0110], [-0.0532, 0.0344, -0.0284], [0.0709, 0.0400, -0.0208], [-0.0085, -0.0019, -0.0205], [0.0447, -0.0585, 0.0550], [-0.0563, -0.0286, -0.0823], [-0.0484, 0.0363, 0.0731], [0.0024, -0.0039, 0.0082], [0.0047, 0.0248, -0.0098], [0.0455, 0.0099, 0.0207], [-0.0476, 0.0376, -0.0826], [0.0281, -0.0908, -0.0783], [-0.0236, -0.0366, 0.0464], [-0.0023, -0.0691, 0.0902], [0.0262, -0.0002, 0.0142], [0.0027, 0.0006, 0.0027], [0.0140, 0.0364, 0.0122], [0.0000, -0.0023, 0.0015], [0.0015, -0.0241, 0.0038], [-0.0005, 0.0037, -0.0201], [0.0139, 0.0340, -0.0774], [-0.0096, 0.0051, -0.0152], [0.0076, -0.0093, 0.0019], [-0.0130, -0.0021, 0.0155], [0.0228, -0.0364, -0.0331], [0.1156, 0.0195, -0.0525], [0.0027, 0.0160, 0.0121], [-0.1007, 0.0604, 0.1566], [0.0897, 0.0842, 0.0077], [-0.0266, -0.0415, -0.0408], [0.0967, -0.0251, 0.0372], [0.0090, -0.0066, -0.0070], [0.0009, -0.0028, 0.0004], [-0.0003, -0.0026, 0.0017], [-0.0004, -0.0002, 0.0005], [-0.0070, -0.0048, -0.0025], [-0.0033, -0.0004, -0.0058], [-0.0210, 0.0060, -0.0036], [0.0048, 0.0286, -0.0080], [0.0375, 0.0029, -0.0250], [-0.0110, 0.0277, 0.0199], [-0.0016, -0.0014, -0.0420], [-0.0007, -0.0046, -0.0032], [-0.0112, 0.0214, 0.1194], [0.1712, 0.0108, -0.2762], [-0.1365, -0.0372, -0.1091], [0.0586, 0.0840, 0.1008]],
  "relative_energy_kcal_mol": 0.0,
  "homo_energy_ha": -0.3989,
  "total_charge": 1,
  "energy_ha": -5804.3738,
  "multiplicity": 1
}

{
  "formula": "C15H24ClN2O3",
  "method": "the ωB97M-V functional and the def2-TZVPD basis",
  "symbols": ["O", "C", "C", "N", "C", "C", "N", "C", "C", "O", "C", "O", "C", "C", "C", "C", "Cl", "C", "C", "C", "C", "H", "H", "H", "H", "H", "H", "H", "H", "H", "H", "H", "H", "H", "H", "H", "H", "H", "H", "H", "H", "H", "H", "H", "H"],
  "coordinates": [[0.94380, -1.99604, -2.60853], [1.48018, -3.12814, -1.96288], [2.15795, -2.72692, -0.64513], [1.15171, -2.23215, 0.32020], [1.64118, -1.11021, 1.14640], [0.55041, -0.73647, 2.19484], [-0.71517, -1.32507, 1.89419], [-1.77793, -0.59772, 1.26518], [-1.70660, -0.39943, -0.27529], [-1.15429, -1.57281, -0.85548], [-0.90145, 0.84486, -0.68048], [-1.51967, 1.94706, -0.07325], [-1.05413, 3.20802, -0.36003], [0.03163, 3.48608, -1.17863], [0.41789, 4.79974, -1.39324], [-0.27530, 5.83408, -0.78988], [0.21187, 7.46705, -1.06056], [-1.36187, 5.56242, 0.03200], [-1.74670, 4.25604, 0.24433], [-0.69301, -2.76487, 1.84917], [0.61058, -3.28668, 1.20089], [1.59804, -1.60552, -3.19763], [2.19831, -3.65552, -2.59550], [0.63903, -3.79879, -1.76666], [2.69828, -3.57161, -0.21507], [2.87354, -1.92596, -0.84672], [0.29731, -1.88714, -0.23082], [1.86782, -0.26928, 0.48859], [2.56382, -1.41385, 1.64576], [0.87308, -1.09543, 3.17943], [0.44445, 0.34580, 2.25600], [-2.70639, -1.12406, 1.49276], [-1.84391, 0.39695, 1.70994], [-2.73200, -0.25370, -0.63470], [-1.10394, -1.48634, -1.81743], [0.14508, 0.76004, -0.35129], [-0.91105, 0.94064, -1.77745], [0.58793, 2.69987, -1.66509], [1.25899, 5.01530, -2.03243], [-1.90107, 6.37082, 0.49840], [-2.58896, 4.02200, 0.87501], [-0.76335, -3.17491, 2.86586], [-1.55685, -3.11109, 1.28348], [0.40867, -4.18258, 0.61481], [1.36206, -3.52449, 1.95693]],
  "forces_ev_per_angstrom": [[-0.0979, 0.3418, -0.2070], [0.2473, -0.1633, 0.4252], [0.2165, -0.2688, -0.7193], [-0.3547, 0.1707, -0.3703], [0.0420, 0.6036, 0.4849], [0.1788, -0.0400, 0.1088], [0.1130, -0.0743, -0.2001], [-0.2613, 0.0659, -0.4747], [-0.2891, 0.7021, 0.4845], [-0.0590, -0.1154, -0.1164], [0.0190, -0.2560, -0.1212], [-0.0905, -0.0215, -0.0048], [0.0208, 0.2959, 0.0448], [-0.1214, -0.3465, 0.0621], [-0.0936, 0.2574, 0.0965], [0.0308, -0.2316, -0.0369], [0.0389, 0.1529, -0.0208], [0.0933, -0.0213, -0.0716], [0.0700, -0.2677, -0.0771], [-0.1024, -0.0688, 0.2141], [-0.4118, -0.3921, 0.3758], [-0.0309, -0.0458, -0.0066], [-0.0547, -0.0107, 0.0783], [0.1017, -0.0552, -0.0256], [-0.0343, 0.0660, 0.0978], [-0.0761, -0.0540, 0.0852], [0.4837, -0.0555, 0.2368], [-0.0036, -0.1535, -0.0666], [-0.0052, -0.0714, -0.1418], [0.0840, 0.1030, -0.0317], [0.0791, -0.0046, 0.0172], [-0.0286, 0.0863, 0.0007], [-0.1009, -0.0607, 0.0087], [0.0984, -0.0157, 0.0233], [0.0669, -0.0017, 0.0165], [-0.0305, -0.0200, -0.0676], [0.0670, 0.0022, 0.1170], [0.0283, -0.0950, -0.0321], [0.0757, 0.0477, -0.0559], [-0.0447, 0.0950, 0.0413], [-0.1200, -0.0044, 0.0887], [0.0318, -0.1130, -0.1243], [0.0593, -0.0345, 0.0375], [0.1054, 0.0359, -0.0331], [0.0598, 0.0367, -0.1401]],
  "relative_energy_kcal_mol": 0.7,
  "smiles": "OCC[NH+]1CCN(C[C@H](O)COc2ccc(Cl)cc2)CC1",
  "homo_energy_ha": -0.3969,
  "total_charge": 1,
  "energy_ha": -1381.1451,
  "multiplicity": 1
}

{
  "formula": "C15H24F6N2O5S2SiSr",
  "method": "the ωB97M-V functional and the def2-TZVPD basis",
  "symbols": ["Sr", "F", "C", "F", "F", "S", "O", "O", "N", "S", "O", "O", "C", "F", "F", "F", "C", "N", "C", "C", "C", "C", "C", "C", "C", "C", "H", "H", "H", "H", "H", "H", "H", "H", "H", "H", "H", "H", "C", "H", "H", "H", "C", "Si", "C", "C", "O", "H", "H", "H", "H", "H", "H", "H", "H", "H"],
  "coordinates": [[-0.80881, -0.00490, -0.17473], [-1.21964, -1.26935, -2.92410], [-1.95001, -0.26874, -3.38783], [-1.39296, 0.23255, -4.50031], [-3.15737, -0.76249, -3.72587], [-2.39657, 1.31759, -2.30588], [-2.82981, 0.76278, -1.00164], [-3.46461, 1.81837, -3.12943], [-1.17550, 2.29024, -2.24113], [0.48042, 1.90379, -1.72764], [0.42255, 2.19802, -0.28697], [0.49088, 0.47371, -2.16947], [0.90113, 3.42639, -2.83220], [0.13416, 4.45151, -2.46241], [0.62856, 3.11375, -4.10189], [2.15359, 3.87670, -2.79479], [2.16233, -1.41350, 1.29370], [1.80419, -0.07864, 1.70825], [2.84983, 0.87431, 1.40733], [1.44253, -0.03436, 3.12095], [0.14037, -0.73785, 3.44882], [0.06553, -1.42488, 4.66301], [-1.12132, -2.01838, 5.06428], [-2.22528, -1.91877, 4.22367], [-2.10792, -1.25163, 3.00703], [-0.93196, -0.62529, 2.55230], [3.06285, -1.78808, 1.82590], [2.37615, -1.42839, 0.22246], [1.33562, -2.09927, 1.48833], [3.81174, 0.59771, 1.89016], [2.55831, 1.86123, 1.76618], [2.99348, 0.95251, 0.33037], [1.38017, 1.02204, 3.40162], [2.26144, -0.47292, 3.73291], [0.94733, -1.49783, 5.29852], [-1.18319, -2.55248, 6.00797], [-3.16926, -2.37896, 4.50512], [-2.99815, -1.23178, 2.37913], [-1.62847, -2.54969, -0.14190], [-1.27239, -3.21948, -0.94280], [-2.71229, -2.44440, -0.32260], [-1.49878, -3.07352, 0.81191], [4.99394, 2.43492, -2.47467], [3.55867, 1.19370, -2.50273], [4.26866, -0.42116, -1.85541], [3.08441, 0.85562, -4.30540], [2.34436, 1.75383, -1.58250], [5.28646, 2.74372, -3.48033], [5.87514, 2.00191, -1.99424], [4.71073, 3.32778, -1.91642], [5.07697, -0.74344, -2.51946], [3.51597, -1.21020, -1.82121], [4.68109, -0.31045, -0.84977], [3.80345, 1.30137, -4.99768], [2.09957, 1.24638, -4.55275], [3.05451, -0.21938, -4.49467]],
  "forces_ev_per_angstrom": [[0.3855, -2.5388, 3.4197], [-0.1529, 0.1634, -0.0360], [-0.8944, 1.4002, 0.3188], [0.2293, -0.3814, -0.1128], [0.1948, -0.3607, -0.0978], [1.0190, 0.0032, -0.3186], [-0.5450, 0.5398, -1.2455], [0.0226, 0.3614, 0.1618], [-0.0936, -1.0779, 0.1525], [0.4056, -0.0001, -0.3624], [-0.1792, 0.4463, -0.9929], [0.0003, 1.2022, -0.4887], [-0.4183, -0.0220, 0.1030], [0.0733, 0.0372, 0.0348], [0.0778, -0.0061, -0.0246], [0.0299, -0.0485, -0.0269], [0.0297, -0.2007, -0.0313], [-0.1416, 0.2011, 0.0717], [0.1684, -0.0873, -0.0026], [0.1550, -0.1596, -0.0593], [0.0827, 0.0921, 0.0590], [0.0965, 0.0072, -0.0513], [-0.0940, -0.0111, 0.0286], [0.0566, -0.0046, -0.0275], [-0.0779, 0.0025, 0.0947], [-0.3038, 0.2515, -0.0302], [-0.0416, 0.0423, -0.0192], [0.0016, 0.0230, 0.0209], [-0.0178, 0.0352, -0.0016], [-0.0329, 0.0091, 0.0113], [-0.0267, 0.0180, -0.0327], [-0.0229, -0.0247, 0.1602], [-0.0949, -0.0121, -0.0336], [0.0154, 0.0748, -0.0379], [0.0071, -0.0109, 0.0130], [0.0043, -0.0020, -0.0076], [-0.0038, -0.0061, 0.0251], [0.0242, -0.0210, -0.0598], [0.1870, -0.1312, -0.4243], [0.0243, -0.0996, 0.0024], [-0.0892, 0.0035, 0.0892], [-0.0276, -0.0270, 0.0597], [-0.0086, -0.0064, 0.0296], [-0.2514, -0.0738, -0.1151], [0.0204, 0.0246, 0.1137], [0.0179, 0.0438, 0.0400], [0.2638, 0.3464, -0.3219], [-0.0105, 0.0240, -0.0402], [0.0095, -0.0001, 0.0246], [-0.0213, 0.0182, 0.0189], [0.0183, -0.0336, -0.0101], [-0.0409, -0.0025, -0.0557], [0.0072, -0.0045, 0.0070], [0.0297, -0.0164, -0.0108], [-0.0607, 0.0234, 0.0013], [-0.0062, -0.0239, 0.0171]],
  "relative_energy_kcal_mol": 67.6,
  "homo_energy_ha": -0.0204,
  "total_charge": -2,
  "energy_ha": -2787.4527,
  "multiplicity": 1
}